[1]
This record from the Open Molecules 2025 dataset describes one molecule with the formula C3H7PS. The level of theory is ωB97M-V/def2-TZVPD.

Atoms and positions in Å:
C (0.332, -0.864, 0.415)
C (-0.564, -1.947, 0.915)
C (0.463, 1.956, -1.196)
P (-0.838, 0.679, -0.784)
S (1.894, -0.682, 0.867)
H (-0.234, -1.942, 1.980)
H (-1.680, -1.683, 0.749)
H (-0.312, -2.937, 0.439)
H (1.406, 1.464, -0.660)
H (0.227, 2.901, -0.855)
H (0.663, 1.998, -2.286)
H (-1.358, 1.058, 0.418)

* HOMO: -8.28 eV
* calculated total energy: -23346.145 eV
* ΔE to the lowest compared entry with this formula, charge and spin: 42.1 kcal/mol

***

[2]
This record from the Open Molecules 2025 dataset describes a 2-piece molecular cluster, C3H7S overall. The level of theory is ωB97M-V/def2-TZVPD.

Atoms and positions in Å:
S (0.179, -1.715, -2.717)
H (1.180, -2.445, -3.191)
C (0.582, -0.034, 1.478)
C (-0.402, 0.894, 0.825)
C (-1.009, 0.754, -0.422)
H (0.452, -1.058, 0.975)
H (1.557, 0.340, 1.067)
H (0.600, -0.063, 2.582)
H (-0.905, 1.817, 1.416)
H (-1.664, 1.464, -0.817)
H (-0.570, 0.047, -1.195)

* HOMO: -2.58 eV
* charge: -1
* calculated total energy: -14059.202 eV
* ΔE to the lowest compared entry with this formula, charge and spin: 29.0 kcal/mol